Here is 9 unconnected molecules or ions with the total composition C43H74Cl2F3N3O12P2S at a distorted geometry from OMol25. Energies are from wB97M-V/def2-TZVPD.

Each line ends with the Mulliken charge.
Cartesian coordinates (Å):
C  4.4732  -3.7986  -1.8801  -1.0700
C  2.8908  -3.8128  -1.8315  0.3645
O  2.4081  -3.4059  -0.5267  -0.4624
C  2.1927  -1.9768  -0.5651  0.0498
C  1.9620  -1.4432  0.9040  -0.6089
C  1.3664  0.0217  0.7802  -0.4323
C  2.4191  1.0758  0.1800  0.7320
C  3.1044  1.9555  1.3417  -1.2318
C  4.6361  1.6513  1.4438  0.6238
C  5.5600  2.1531  0.4296  -0.0236
S  5.1257  3.1104  -1.0533  1.5022
O  6.3704  3.7768  -1.4921  -0.7631
O  4.7316  2.2096  -2.1457  -0.6438
C  3.9047  4.4906  -0.7568  0.6276
F  2.6457  4.0170  -1.0584  -0.1004
F  4.1829  5.4731  -1.6784  -0.2348
F  3.9876  5.0665  0.4780  -0.2016
C  7.0310  1.8339  0.5999  -0.8354
C  7.5289  1.0388  1.7224  0.5184
C  9.0466  0.6864  1.8512  -0.6289
C  10.0421  1.7013  1.1735  -0.0246
C  9.7773  3.2275  1.5134  -0.9920
Cl  10.2506  1.4037  -0.6375  -0.1935
C  6.5720  0.4961  2.7795  0.1425
N  7.1406  -0.2801  3.7848  -0.4372
C  6.1382  -0.7186  4.6137  0.2073
P  6.7456  -1.8536  6.0100  0.3843
N  6.1270  -3.3124  5.9604  -0.6628
C  4.6710  -0.3944  4.5113  0.0064
P  3.3000  -1.0225  5.6747  0.2617
O  3.1264  -2.6539  5.2336  -0.4466
Cl  3.9159  -0.8571  7.6839  -0.2655
N  4.1748  0.3851  3.5071  -0.1681
C  5.1399  0.8218  2.6116  -0.6287
H  4.8137  -2.7480  -2.1080  0.1901
H  4.8446  -4.0646  -0.8475  0.2385
H  4.9041  -4.5393  -2.6072  0.3939
H  2.5277  -3.1185  -2.6510  -0.1474
H  2.4329  -4.8260  -2.0609  0.3046
H  3.1340  -1.5145  -1.0052  0.1664
H  1.3393  -1.7231  -1.2596  0.0790
H  2.9084  -1.3948  1.5140  0.1124
H  1.1710  -2.0906  1.3875  0.2649
H  0.9350  0.3958  1.7472  0.4658
H  0.5330  -0.0221  0.0365  0.1430
H  3.2195  0.5816  -0.4372  0.0921
H  1.8056  1.7519  -0.4848  -0.4148
H  2.5383  1.7153  2.2823  0.6310
H  2.8796  3.0336  1.1095  0.2130
H  7.7425  2.2268  -0.1626  0.3445
H  9.2093  -0.3223  1.3700  0.3476
H  9.3383  0.6204  2.9428  0.3576
H  11.0641  1.4697  1.6029  0.4296
H  9.2470  3.6968  0.6382  0.2809
H  9.0941  3.3319  2.3998  0.2717
H  10.7352  3.8057  1.6625  0.3267
H  6.5543  -1.1481  7.2318  0.0692
H  8.1732  -2.0071  5.8750  0.0938
H  5.4657  -3.3730  5.1803  0.2460
H  2.2562  -2.9813  5.5253  0.3285
C  -1.1387  -4.7623  -0.9886  -0.6385
C  -0.5343  -5.8412  -1.8482  0.7196
C  -1.4814  -6.7647  -2.5721  -1.2163
O  0.6672  -5.9604  -1.9528  -0.5733
H  -0.3397  -4.1761  -0.5313  -0.0325
H  -1.7532  -4.0994  -1.6011  0.2179
H  -1.7422  -5.2118  -0.1969  0.4814
H  -2.1117  -6.1908  -3.2545  0.3002
H  -2.1000  -7.3029  -1.8513  0.3426
H  -0.9077  -7.4895  -3.1511  0.3305
C  -3.1458  1.0985  1.6678  -0.8573
C  -2.5235  0.0494  0.7876  0.4624
C  -3.4560  -0.8700  0.0464  -0.7486
O  -1.3151  -0.0497  0.6789  -0.3732
H  -2.3580  1.6891  2.1394  0.2446
H  -3.7696  1.7622  1.0663  0.0893
H  -3.7429  0.6240  2.4491  0.4122
H  -4.0943  -0.2915  -0.6225  0.2829
H  -4.0658  -1.4320  0.7556  0.3319
H  -2.8730  -1.5743  -0.5487  0.1189
C  -4.9143  4.8737  -0.7639  -0.7260
C  -5.9007  3.8985  -0.1849  0.7854
C  -7.3666  4.1988  -0.3632  -1.2153
O  -5.5238  2.9050  0.4048  -0.5401
H  -3.9025  4.5272  -0.5581  -0.1040
H  -5.0483  4.9397  -1.8457  0.4037
H  -5.0474  5.8540  -0.3060  0.3769
H  -7.6116  4.2360  -1.4262  0.3319
H  -7.6120  5.1498  0.1132  0.3251
H  -7.9573  3.4100  0.1051  0.3213
C  -1.1306  3.2090  -1.7321  -0.2381
C  -1.4607  3.7656  -3.0944  0.7157
C  -0.3059  4.1685  -3.9751  -1.1165
O  -2.6096  3.8839  -3.4655  -0.5717
H  -2.0553  2.9619  -1.2086  -0.0864
H  -0.5334  2.3003  -1.8353  0.1916
H  -0.5854  3.9536  -1.1480  0.1928
H  0.3277  3.3025  -4.1774  0.3074
H  0.2757  4.9549  -3.4899  0.2807
H  -0.6896  4.5504  -4.9218  0.3340
C  -0.6846  -2.8712  -5.5675  -1.2331
C  0.2789  -2.1954  -4.6261  0.8259
C  1.3451  -1.3218  -5.2355  -1.1142
O  0.1999  -2.3483  -3.4261  -0.3924
H  -1.3948  -3.4661  -4.9919  0.2439
H  -1.2366  -2.1209  -6.1370  0.3702
H  -0.1409  -3.5329  -6.2445  0.3546
H  0.8829  -0.5028  -5.7904  0.4085
H  1.9785  -1.9150  -5.8980  0.3368
H  1.9651  -0.9013  -4.4424  0.1769
C  -7.8578  -0.7954  -0.2440  -0.9279
C  -7.2425  -1.8503  -1.1286  0.8141
C  -8.1817  -2.7685  -1.8678  -1.0540
O  -6.0398  -1.9549  -1.2401  -0.4895
H  -7.0661  -0.2086  0.2242  0.1664
H  -8.4823  -0.1276  -0.8406  0.3264
H  -8.4537  -1.2681  0.5396  0.3239
H  -8.8200  -2.1878  -2.5365  0.3718
H  -8.7909  -3.3285  -1.1554  0.1603
H  -7.6025  -3.4747  -2.4634  0.2906
C  -0.8582  6.6520  1.4975  -1.0084
C  -2.3415  6.8809  1.6339  0.8290
C  -2.8500  7.3420  2.9752  -1.1675
O  -3.0954  6.7007  0.7009  -0.5340
H  -0.6353  6.3234  0.4816  0.1711
H  -0.3189  7.5812  1.6914  0.3739
H  -0.5356  5.8768  2.1954  0.3287
H  -2.3987  8.3017  3.2344  0.3532
H  -2.6152  6.5974  3.7382  0.3315
H  -3.9325  7.4657  2.9282  0.2972
C  -10.6940  -6.4780  0.4023  -1.0907
C  -9.2493  -6.4486  -0.0275  0.8459
C  -8.2372  -5.9535  0.9740  -1.0455
O  -8.9145  -6.8090  -1.1350  -0.5494
H  -11.3067  -6.8553  -0.4171  0.3063
H  -10.8133  -7.1399  1.2622  0.3337
H  -11.0284  -5.4694  0.6538  0.2976
H  -8.2463  -6.5917  1.8596  0.3896
H  -8.4619  -4.9211  1.2506  0.2577
H  -7.2422  -5.9876  0.5286  0.2647

Atomic forces in eV per Å
C -0.440 0.138 0.745
C 0.305 -0.768 -0.781
O -0.012 0.936 -1.383
C 0.828 0.108 0.764
C -0.793 0.823 -0.788
C 0.987 -0.102 -1.017
C -0.638 -0.101 0.709
C -0.279 -0.493 -0.557
C 0.752 0.821 -0.717
C 0.322 -1.805 3.681
S 4.580 -1.889 -3.681
O -1.890 0.131 2.018
O -1.445 1.087 2.332
C -1.232 1.644 -0.874
F 1.684 0.955 0.994
F -0.342 -1.644 1.426
F -0.381 -1.192 -1.642
C -0.824 -0.954 1.725
C -1.708 0.879 -0.981
C -0.254 0.196 -0.508
C 0.869 0.288 1.341
C -0.350 -0.059 -0.924
Cl -0.273 0.249 1.008
C 0.943 1.303 -2.628
N -4.502 0.475 0.341
C 0.717 0.540 0.173
P -0.161 -1.609 -0.748
N -0.217 1.239 -0.394
C 1.761 -0.156 -0.991
P -1.841 -0.225 -1.070
O 0.862 1.526 0.682
Cl 0.451 -0.409 -0.722
N 2.508 -1.282 1.219
C 0.243 0.394 -0.716
H -0.076 -1.164 0.120
H -0.295 0.210 -1.091
H -0.501 0.850 0.542
H 0.107 -0.641 1.041
H 0.872 1.286 0.505
H -1.029 -0.258 0.492
H 0.655 -0.274 0.841
H -0.893 -0.462 -0.603
H 1.056 0.554 -0.347
H 0.464 -0.347 -0.916
H 0.970 -0.036 0.913
H -0.928 0.471 0.504
H 0.947 -0.583 0.615
H 1.009 0.271 -0.771
H 0.653 -1.031 0.426
H -0.756 -0.454 0.760
H -0.113 0.936 0.685
H -0.449 0.032 -1.243
H -1.203 0.019 -0.679
H 0.479 -0.325 0.935
H 0.816 -0.167 -0.717
H -1.031 -0.798 -0.071
H 0.286 0.086 -0.447
H -0.609 0.978 0.031
H 0.075 -0.319 0.460
H 0.376 0.331 -0.116
C 0.310 0.147 0.135
C 0.366 0.125 0.061
C 0.268 -0.195 -0.181
O -0.427 -0.270 -0.073
H -0.014 -0.060 -0.092
H -0.129 -0.081 0.078
H -0.171 0.046 -0.119
H -0.158 -0.035 0.153
H -0.156 0.133 -0.072
H -0.026 0.070 0.061
C 0.401 0.144 0.031
C 0.286 -0.143 -0.006
C 0.432 -0.046 -0.095
O -1.088 0.063 0.133
H -0.019 -0.093 -0.025
H -0.194 -0.126 0.155
H -0.183 0.069 -0.125
H -0.188 -0.091 0.178
H -0.197 0.145 -0.109
H -0.040 0.061 0.051
C 0.000 -0.272 0.041
C 0.359 -0.139 0.013
C -0.124 -0.351 0.212
O -0.300 0.089 -0.072
H -0.103 0.081 -0.029
H -0.042 0.134 0.028
H -0.032 0.018 -0.177
H 0.007 0.212 0.035
H -0.002 0.068 -0.202
H 0.062 0.058 -0.028
C -0.324 -0.049 0.049
C -0.426 0.037 -0.071
C -0.211 0.091 -0.265
O 0.263 -0.026 0.077
H 0.071 0.008 -0.055
H 0.147 0.101 0.093
H 0.171 -0.120 -0.030
H 0.146 0.100 0.148
H 0.151 -0.160 0.030
H 0.005 -0.034 0.095
C -0.161 -0.160 0.246
C -0.026 -0.047 0.387
C 0.137 0.078 0.323
O -0.088 0.033 -0.254
H 0.071 0.063 -0.026
H 0.117 -0.066 -0.155
H -0.041 0.145 -0.138
H 0.064 -0.110 -0.171
H -0.097 0.105 -0.149
H -0.061 -0.048 -0.050
C 0.353 0.126 0.111
C 0.369 -0.037 -0.054
C 0.296 -0.167 -0.159
O -0.321 -0.023 -0.002
H -0.059 -0.034 -0.059
H -0.156 -0.097 0.098
H -0.172 0.070 -0.113
H -0.159 -0.047 0.152
H -0.165 0.111 -0.085
H -0.047 0.050 0.077
C -0.025 -0.109 -0.324
C -0.251 -0.056 -0.300
C -0.323 0.004 -0.108
O 0.294 0.158 0.294
H -0.049 0.037 0.077
H 0.054 -0.097 0.177
H 0.084 0.159 0.106
H 0.110 -0.118 0.137
H 0.142 0.142 0.059
H 0.098 -0.019 -0.021
C -0.110 -0.122 -0.296
C 0.119 -0.153 -0.411
C 0.274 -0.041 -0.221
O -0.076 0.109 0.238
H 0.082 0.031 0.056
H -0.028 0.187 0.108
H 0.002 -0.072 0.207
H -0.098 0.178 0.095
H -0.058 -0.084 0.203
H -0.100 0.000 0.012

**HOMO-LUMO gap**: 7.113 eV
**Spin multiplicity**: 1
**SMILES string**: CCOCCCCCc1c(S(=O)(=O)C(F)(F)F)cc(C[C@H](C)Cl)c2nc([PH2]=N)c(P(O)Cl)nc12.CC(C)=O.CC(C)=O.CC(C)=O.CC(C)=O.CC(C)=O.CC(C)=O.CC(C)=O.CC(C)=O